Molecular formula: C65H179N29O29
Method: DFT, ωB97M-V with the def2-TZVPD basis set

Element x y z (Å)
1 C 5.070 0.417 -1.075
2 O 3.853 -0.182 -0.732
3 C 2.759 0.188 -1.547
4 C 1.513 -0.725 -1.328
5 N 0.726 -0.294 -0.164
6 C 1.023 -1.176 0.980
7 C 0.267 -0.725 2.294
8 O -1.126 -0.877 2.075
9 C -1.779 -0.494 3.298
10 H 5.388 0.155 -2.136
11 H 5.861 -0.011 -0.467
12 H 5.151 1.499 -1.022
13 H 3.081 0.111 -2.559
14 H 2.520 1.266 -1.368
15 H 1.811 -1.792 -1.262
16 H 0.900 -0.688 -2.261
17 H -0.233 -0.361 -0.367
18 H 2.127 -1.105 1.173
19 H 0.635 -2.167 0.717
20 H 0.538 0.344 2.492
21 H 0.680 -1.278 3.143
22 H -1.353 -0.935 4.233
23 H -2.830 -0.716 3.136
24 H -1.675 0.597 3.484
25 C 3.628 5.523 -5.466
26 O 4.310 6.250 -4.443
27 C 4.225 7.647 -4.706
28 C 4.630 8.451 -3.538
29 N 3.773 8.136 -2.388
30 C 4.304 8.892 -1.277
31 C 3.760 8.294 0.006
32 O 4.191 6.947 0.163
33 C 5.512 6.754 0.538
34 H 4.212 5.464 -6.362
35 H 2.629 5.821 -5.618
36 H 3.493 4.499 -5.082
37 H 3.154 7.905 -4.883
38 H 4.835 7.766 -5.580
39 H 4.499 9.493 -3.848
40 H 5.761 8.299 -3.385
41 H 3.722 7.128 -2.151
42 H 4.227 9.962 -1.320
43 H 5.436 8.653 -1.231
44 H 2.662 8.251 0.019
45 H 4.002 8.844 0.893
46 H 5.884 7.426 1.287
47 H 6.300 6.698 -0.232
48 H 5.513 5.740 0.918
49 C -1.006 -4.149 0.284
50 O -0.325 -4.903 1.266
51 C 0.218 -4.222 2.334
52 C 0.275 -5.262 3.497
53 N -0.961 -5.855 3.935
54 C -0.814 -6.904 4.926
55 C -1.873 -6.877 5.983
56 O -3.138 -7.184 5.406
57 C -3.413 -8.532 5.370
58 H -0.435 -3.957 -0.651
59 H -1.355 -3.174 0.641
60 H -1.912 -4.726 0.025
61 H -0.362 -3.306 2.544
62 H 1.236 -3.964 2.071
63 H 0.871 -4.810 4.312
64 H 0.909 -6.042 3.082
65 H -1.488 -6.172 3.127
66 H 0.104 -6.809 5.443
67 H -0.806 -7.884 4.480
68 H -1.886 -5.908 6.491
69 H -1.652 -7.636 6.753
70 H -4.279 -8.708 4.707
71 H -3.547 -9.022 6.365
72 H -2.566 -9.104 4.948
73 C -5.698 1.893 1.792
74 O -5.591 0.581 2.425
75 C -6.862 0.048 2.759
76 C -6.587 -1.305 3.522
77 N -7.789 -2.086 3.535
78 C -7.685 -3.292 4.209
79 C -9.017 -4.132 4.042
80 O -9.282 -4.084 2.647
81 C -10.499 -4.667 2.341
82 H -4.638 2.232 1.459
83 H -6.072 2.570 2.560
84 H -6.377 1.834 0.917
85 H -7.403 -0.114 1.835
86 H -7.490 0.691 3.381
87 H -6.224 -0.983 4.516
88 H -5.720 -1.697 2.947
89 H -8.009 -2.280 2.603
90 H -7.426 -3.031 5.275
91 H -6.840 -3.972 3.882
92 H -9.839 -3.732 4.621
93 H -8.726 -5.186 4.357
94 H -11.233 -4.172 3.017
95 H -10.486 -5.812 2.576
96 H -10.736 -4.524 1.263
97 C -4.849 3.461 -9.130
98 O -4.383 4.629 -8.491
99 C -2.945 4.690 -8.326
100 C -2.310 3.474 -7.601
101 N -1.041 3.953 -7.058
102 C -1.026 4.068 -5.551
103 C 0.171 4.887 -5.096
104 O 0.261 4.807 -3.649
105 C 1.207 3.823 -3.207
106 H -4.489 3.446 -10.158
107 H -5.925 3.375 -9.155
108 H -4.478 2.635 -8.448
109 H -2.864 5.548 -7.719
110 H -2.444 4.782 -9.301
111 H -2.225 2.702 -8.345
112 H -2.999 2.989 -6.876
113 H -0.223 3.471 -7.405
114 H -1.021 3.006 -5.215
115 H -1.936 4.523 -5.141
116 H 0.068 5.937 -5.399
117 H 1.108 4.592 -5.559
118 H 0.997 2.819 -3.692
119 H 1.136 3.695 -2.114
120 H 2.193 4.163 -3.531
121 C -0.313 -3.625 -3.466
122 O -1.409 -4.264 -2.942
123 C -2.345 -4.593 -3.962
124 C -3.119 -5.767 -3.534
125 N -2.276 -6.923 -3.252
126 C -1.346 -7.345 -4.343
127 C -2.092 -7.925 -5.547
128 O -2.944 -6.968 -6.102
129 C -3.535 -7.430 -7.312
130 H -0.014 -4.012 -4.457
131 H 0.477 -3.658 -2.687
132 H -0.605 -2.627 -3.751
133 H -1.795 -4.816 -4.900
134 H -2.971 -3.744 -4.188
135 H -3.866 -6.010 -4.201
136 H -3.612 -5.594 -2.595
137 H -1.641 -6.705 -2.489
138 H -0.680 -8.044 -3.890
139 H -0.640 -6.530 -4.635
140 H -2.708 -8.759 -5.207
141 H -1.315 -8.247 -6.231
142 H -4.290 -8.150 -7.140
143 H -2.704 -7.893 -7.933
144 H -4.002 -6.584 -7.892
145 C 2.707 -5.221 6.396
146 O 3.078 -4.274 5.375
147 C 2.665 -2.889 5.735
148 C 3.852 -2.156 6.426
149 N 4.741 -1.619 5.396
150 C 6.140 -1.531 5.629
151 C 6.451 -0.286 6.435
152 O 6.622 0.861 5.597
153 C 6.844 2.101 6.231
154 H 3.372 -5.064 7.290
155 H 2.958 -6.129 5.923
156 H 1.642 -5.174 6.654
157 H 1.864 -2.974 6.487
158 H 2.246 -2.341 4.828
159 H 4.336 -2.996 6.981
160 H 3.550 -1.379 7.194
161 H 4.561 -1.945 4.423
162 H 6.715 -1.431 4.769
163 H 6.529 -2.358 6.283
164 H 7.458 -0.543 6.885
165 H 5.675 -0.068 7.180
166 H 6.989 2.014 7.295
167 H 6.054 2.863 6.057
168 H 7.712 2.584 5.784
169 C 0.963 3.060 4.507
170 O -0.272 2.850 5.215
171 C -1.361 3.567 4.711
172 C -1.766 4.853 5.482
173 N -3.001 5.448 5.032
174 C -3.456 6.629 5.637
175 C -4.912 6.896 5.185
176 O -5.767 5.839 5.668
177 C -6.947 5.684 4.883
178 H 1.236 4.110 4.314
179 H 1.027 2.447 3.597
180 H 1.695 2.682 5.210
181 H -2.201 2.841 4.926
182 H -1.272 3.835 3.673
183 H -1.034 5.625 5.339
184 H -1.804 4.741 6.574
185 H -3.815 4.791 5.102
186 H -2.961 7.487 5.236
187 H -3.463 6.695 6.702
188 H -5.028 6.918 4.093
189 H -5.234 7.914 5.453
190 H -7.459 4.843 5.358
191 H -6.709 5.427 3.835
192 H -7.653 6.551 4.886
193 C -2.335 -0.063 -5.797
194 O -1.038 0.480 -5.716
195 C -0.059 -0.516 -6.137
196 C 1.243 0.029 -5.593
197 N 1.668 1.282 -6.229
198 C 2.381 1.057 -7.478
199 C 2.725 2.362 -8.136
200 O 1.498 3.037 -8.449
201 C 1.629 4.147 -9.356
202 H -2.252 -1.079 -5.325
203 H -2.685 -0.221 -6.830
204 H -3.093 0.505 -5.292
205 H -0.061 -0.550 -7.272
206 H -0.294 -1.506 -5.673
207 H 1.974 -0.708 -5.839
208 H 1.177 0.213 -4.525
209 H 0.890 1.919 -6.372
210 H 1.765 0.462 -8.191
211 H 3.341 0.563 -7.289
212 H 3.185 2.171 -9.096
213 H 3.326 2.977 -7.453
214 H 2.576 4.586 -9.171
215 H 0.849 4.832 -9.108
216 H 1.334 3.752 -10.359
217 C 6.220 3.422 -3.399
218 O 6.875 2.452 -3.134
219 N 6.391 4.186 -4.452
220 N 5.086 3.753 -2.655
221 H 7.262 4.206 -4.858
222 H 5.790 4.974 -4.531
223 H 4.607 4.629 -2.723
224 H 4.833 3.173 -1.875
225 C 4.944 0.119 -5.149
226 O 4.337 -0.855 -5.602
227 N 6.334 0.293 -4.920
228 N 4.235 1.227 -4.857
229 H 6.965 -0.539 -4.797
230 H 6.607 1.044 -4.291
231 H 4.683 2.022 -4.499
232 H 3.284 1.409 -5.125
233 C 3.264 -3.951 -2.955
234 O 2.949 -4.467 -1.903
235 N 3.019 -4.553 -4.145
236 N 3.796 -2.724 -3.056
237 H 3.461 -4.249 -4.971
238 H 2.573 -5.445 -4.110
239 H 3.814 -2.220 -3.889
240 H 3.928 -2.332 -2.165
241 C -5.083 -1.865 0.063
242 O -6.260 -1.965 0.317
243 N -4.217 -0.847 0.586
244 N -4.327 -2.870 -0.699
245 H -4.538 -0.415 1.443
246 H -3.231 -0.974 0.536
247 H -4.985 -3.307 -1.238
248 H -3.589 -2.460 -1.161
249 C 4.008 1.610 3.123
250 O 4.224 2.730 2.624
251 N 4.046 1.470 4.450
252 N 3.713 0.627 2.350
253 H 4.463 0.626 4.859
254 H 4.425 2.271 4.924
255 H 3.723 0.852 1.356
256 H 3.709 -0.352 2.653
257 C -0.022 0.251 7.982
258 O 0.321 -0.531 8.865
259 N -0.927 1.261 8.002
260 N 0.519 0.088 6.757
261 H -0.598 2.104 7.657
262 H -1.430 1.366 8.850
263 H 1.235 -0.630 6.673
264 H -0.042 0.392 5.951
265 C 2.296 3.635 0.541
266 O 2.996 3.344 -0.392
267 N 2.294 4.817 1.202
268 N 1.308 2.718 1.018
269 H 2.937 5.543 1.006
270 H 1.890 4.759 2.107
271 H 1.446 1.781 0.641
272 H 0.773 2.777 1.858
273 C 4.071 -3.172 1.858
274 O 4.152 -2.160 2.547
275 N 4.290 -4.411 2.409
276 N 3.950 -3.151 0.471
277 H 4.091 -4.702 3.361
278 H 4.503 -5.154 1.755
279 H 3.753 -3.992 -0.045
280 H 3.991 -2.273 0.027
281 C -2.197 0.330 -2.305
282 O -2.020 -0.868 -2.435
283 N -1.505 1.264 -3.040
284 N -3.115 0.886 -1.463
285 H -1.325 2.199 -2.653
286 H -1.125 1.139 -3.963
287 H -3.225 1.899 -1.355
288 H -3.465 0.326 -0.719
289 C -3.543 -4.077 3.037
290 O -3.126 -2.960 2.766
291 N -3.936 -4.362 4.312
292 N -3.787 -5.099 2.155
293 H -4.073 -5.371 4.468
294 H -3.391 -3.948 5.033
295 H -3.530 -4.862 1.176
296 H -4.086 -6.027 2.413
297 C -2.260 -2.459 6.578
298 O -1.245 -3.403 6.208
299 H -3.008 -2.977 7.252
300 H -1.784 -1.682 7.124
301 H -2.747 -2.084 5.684
302 H -1.325 -3.560 5.263

Summary:
Total charge = 0
Total energy = -6353.760761 hartree